(1)
Here is one molecule with the formula C7H11N3O at a distorted geometry from the Open Molecules 2025 dataset. Energies are from the ωB97M-V functional and the def2-TZVPD basis.

Kohn-Sham gap: 0.2991 Ha
energy relative to the best compared isomer or geometry (same formula, charge and spin): 5.025 eV
HOMO level: -7.289 eV
total charge: 0
largest force on an atom: 4.70 eV Å⁻¹
lowest unoccupied orbital energy: 0.8508 eV

Positions of all 22 atoms, in Å:
1 C -2.6434 -0.3039 -0.2836
2 C -1.7928 0.7623 -0.0405
3 C -0.5926 0.0901 0.2600
4 C 0.2903 -2.2290 -0.0731
5 C 1.7001 -1.7323 0.3885
6 C 1.6016 0.5278 0.2305
7 C 1.6815 1.8628 -0.5306
8 N -2.0227 -1.4968 -0.2714
9 N -0.7470 -1.2625 0.0759
10 N -2.2934 2.0281 0.1757
11 O 2.2129 -0.5558 -0.3263
12 H -3.7086 -0.3229 -0.4351
13 H 0.4118 -2.3874 -1.1042
14 H 0.0714 -3.1620 0.4321
15 H 1.7296 -1.5433 1.4168
16 H 2.4569 -2.5356 -0.0004
17 H 1.6127 0.7391 1.4247
18 H 2.7751 2.0697 -0.3945
19 H 1.0292 2.5643 0.0577
20 H 1.3861 1.9548 -1.5324
21 H -3.3514 2.0798 0.0883
22 H -1.8072 2.8528 0.4417

=====

(2)
Here is a 8-piece molecular cluster, C60H66N2O17P overall at a distorted geometry from the Open Molecules 2025 dataset. Energies are from the ωB97M-V functional and the def2-TZVPD basis.

Kohn-Sham gap: 0.2416 Ha
HOMO level: -10.572 eV
total charge: +1
largest force on an atom: 8.41 eV Å⁻¹
lowest unoccupied orbital energy: -3.9985 eV

Positions of all 146 atoms, in Å:
1 C -3.9841 -5.2079 -4.1877
2 C -4.2531 -4.3410 -2.8053
3 P -3.0956 -2.8480 -2.5649
4 C -4.2153 -1.5016 -1.7361
5 C -1.5911 -3.2786 -1.4033
6 C -2.2492 -3.7326 0.0192
7 C -1.1775 -4.4064 1.0938
8 C -1.4886 -4.0146 2.6568
9 O -2.9510 -4.2536 2.8607
10 C -0.8999 -4.6271 -2.1100
11 C 0.0545 -4.2241 -3.4181
12 N 1.1790 -3.2855 -3.0334
13 C 1.0517 -2.7424 -1.6273
14 C -0.4686 -2.0995 -1.3490
15 C -0.3393 -1.2658 0.0463
16 C -1.6509 -0.3933 0.4898
17 C -1.1280 0.9662 1.3139
18 C -1.9514 2.2537 0.7222
19 N -1.9886 3.4457 1.6537
20 C -0.6516 -0.9565 -2.5574
21 O 0.5110 -0.0679 -2.6997
22 C 0.2127 1.3219 -2.3287
23 C 1.2474 2.0909 -1.2625
24 O -0.7870 2.0795 -2.7941
25 H -5.0122 -5.7539 -4.4347
26 H -3.1936 -6.0792 -4.0132
27 H -3.7345 -4.5274 -5.1065
28 H -5.3558 -3.9031 -2.9156
29 H -4.2959 -5.1043 -1.9212
30 H -4.3209 -1.6275 -0.5777
31 H -5.2841 -1.6372 -2.2462
32 H -3.8677 -0.4078 -2.0637
33 H -2.9436 -2.9041 0.5262
34 H -3.0071 -4.6205 -0.2349
35 H -0.0632 -4.0826 0.8790
36 H -1.2190 -5.5792 1.0150
37 H -0.9383 -4.7370 3.4277
38 H -1.1896 -2.8882 2.8963
39 H -3.3915 -3.3591 2.7498
40 H -0.1997 -5.2193 -1.3834
41 H -1.6889 -5.3856 -2.5231
42 H -0.5867 -3.8117 -4.3136
43 H 0.5435 -5.2586 -3.7575
44 H 1.3187 -2.5455 -3.7746
45 H 2.0670 -3.8666 -3.0511
46 H 1.9066 -1.9183 -1.5058
47 H 1.3009 -3.5479 -0.7819
48 H 0.0282 -1.9056 0.9786
49 H 0.5377 -0.4721 -0.1240
50 H -2.3023 -0.9777 1.3022
51 H -2.3041 0.0169 -0.3906
52 H 0.0361 1.0763 1.3233
53 H -1.4518 0.8636 2.4585
54 H -1.4543 2.5867 -0.2845
55 H -3.0869 1.9999 0.4643
56 H -1.0686 3.9425 1.6879
57 H -2.6325 4.1377 1.1657
58 H -0.7373 -1.5455 -3.5925
59 H -1.6475 -0.3544 -2.4355
60 H 0.7221 2.4027 -0.2642
61 H 1.5246 3.1121 -1.8155
62 H 2.2185 1.4757 -1.0440
63 C 1.0262 1.2619 -8.0762
64 C 1.1374 0.1145 -7.3999
65 C 0.4120 -0.1010 -6.1324
66 O 0.5148 -1.1501 -5.5116
67 C -0.4418 0.9993 -5.6423
68 C -0.5530 2.1467 -6.3187
69 C 0.1724 2.3622 -7.5862
70 O 0.0697 3.4113 -8.2069
71 H 1.5519 1.4365 -9.0070
72 H 1.7590 -0.7024 -7.7465
73 H -0.9675 0.8247 -4.7116
74 H -1.1746 2.9636 -5.9721
75 C -0.2566 6.8898 -2.1235
76 C -0.5761 6.1207 -1.0781
77 C -0.6488 6.6761 0.2877
78 O -0.9392 5.9725 1.2454
79 C -0.3564 8.1138 0.4533
80 C -0.0370 8.8829 -0.5921
81 C 0.0357 8.3275 -1.9579
82 O 0.3261 9.0311 -2.9155
83 H -0.1982 6.4982 -3.1317
84 H -0.7940 5.0647 -1.1832
85 H -0.4149 8.5054 1.4615
86 H 0.1809 9.9390 -0.4869
87 C 6.2158 3.6043 -0.6395
88 C 5.2297 4.4105 -0.2344
89 C 4.4287 5.1867 -1.2014
90 O 3.5273 5.9263 -0.8314
91 C 4.7584 5.0364 -2.6327
92 C 5.7445 4.2303 -3.0378
93 C 6.5454 3.4540 -2.0708
94 O 7.4468 2.7144 -2.4408
95 H 6.8134 3.0285 0.0566
96 H 4.9752 4.5310 0.8118
97 H 4.1608 5.6122 -3.3289
98 H 5.9990 4.1098 -4.0840
99 C -1.6620 -6.3479 6.0854
100 C -2.2614 -7.1958 6.9269
101 C -1.4837 -8.1772 7.7088
102 O -2.0317 -8.9549 8.4777
103 C -0.0186 -8.1841 7.5261
104 C 0.5808 -7.3362 6.6847
105 C -0.1969 -6.3548 5.9028
106 O 0.3511 -5.5770 5.1339
107 H -2.2176 -5.6224 5.5039
108 H -3.3350 -7.2027 7.0726
109 H 0.5370 -8.9096 8.1077
110 H 1.6544 -7.3293 6.5390
111 C 7.0355 6.0598 2.1824
112 C 8.1973 6.7133 2.2800
113 C 9.0124 6.6473 3.5090
114 O 10.0749 7.2467 3.6000
115 C 8.4950 5.8303 4.6247
116 C 7.3332 5.1768 4.5270
117 C 6.5181 5.2428 3.2980
118 O 5.4556 4.6434 3.2071
119 H 6.4251 6.0981 1.2884
120 H 8.5907 7.3161 1.4703
121 H 9.1055 5.7920 5.5186
122 H 6.9398 4.5741 5.3368
123 C -5.3928 3.9738 -8.1927
124 C -5.3554 5.2351 -8.6331
125 C -4.0746 5.9485 -8.8061
126 O -4.0396 7.1036 -9.2073
127 C -2.8374 5.2138 -8.4754
128 C -2.8748 3.9525 -8.0350
129 C -4.1556 3.2392 -7.8620
130 O -4.1907 2.0840 -7.4608
131 H -6.3238 3.4363 -8.0596
132 H -6.2541 5.7874 -8.8807
133 H -1.9065 5.7513 -8.6085
134 H -1.9762 3.4003 -7.7874
135 C -1.1170 -7.3798 11.0587
136 C -1.4365 -8.1489 12.1040
137 C -1.5092 -7.5935 13.4699
138 O -1.7996 -8.2971 14.4275
139 C -1.2168 -6.1558 13.6354
140 C -0.8973 -5.3867 12.5901
141 C -0.8247 -5.9421 11.2242
142 O -0.5343 -5.2385 10.2666
143 H -1.0586 -7.7714 10.0505
144 H -1.6544 -9.2049 11.9989
145 H -1.2753 -5.7642 14.6436
146 H -0.6795 -4.3306 12.6952

=====

(3)
Here is a 3-piece molecular cluster, C3H12NO4 overall at a distorted geometry from the Open Molecules 2025 dataset. Energies are from the ωB97M-V functional and the def2-TZVPD basis.

Kohn-Sham gap: 0.2803 Ha
energy relative to the best compared isomer or geometry (same formula, charge and spin): 1.325 eV
HOMO level: -3.983 eV
total charge: -1
largest force on an atom: 3.03 eV Å⁻¹
lowest unoccupied orbital energy: 3.6448 eV

Positions of all 20 atoms, in Å:
1 N -1.7130 0.8637 -1.6049
2 C -0.6162 1.0631 -0.6389
3 C 0.7331 1.1664 -1.2825
4 O 0.8876 2.3508 -2.0310
5 C -0.5603 -0.1303 0.4790
6 O 0.7271 -0.3827 0.8677
7 H -1.7322 -0.0816 -2.0555
8 H -2.5586 0.7755 -1.0775
9 H -0.7853 2.0333 -0.0948
10 H 1.3893 1.0893 -0.4036
11 H 1.1353 0.2790 -1.8329
12 H 0.3546 2.2575 -2.8394
13 H -1.2341 0.2442 1.2481
14 H -0.8018 -1.0513 -0.0492
15 H 1.2355 -3.2937 -0.0373
16 H 1.0018 -2.0982 1.0364
17 O 1.1151 -3.0585 0.8770
18 H 0.4429 -0.0824 3.5127
19 H 0.5017 -0.8928 2.4525
20 O 0.4775 -1.0512 3.4740